(1)
Formula: C29H43Cl2F5MnN3O5Si
Source: OMol25
Level of theory: ωB97M-V with the def2-TZVPD basis set

```
! RIJCOSX wB97M-V def2-TZVPD def2/J DEFGRID3
* xyz -1 6
C 2.60403 -2.47830 -1.75018
C 2.50580 -1.56929 -2.94888
H 1.88802 -3.31448 -1.86889
H 2.34200 -1.93498 -0.83260
H 3.63275 -2.87244 -1.64235
C 2.65620 -2.06253 -4.19536
C 2.93295 -3.48451 -4.54311
H 2.58332 -1.41102 -5.07036
H 2.27698 -4.22518 -4.06813
H 3.95616 -3.78092 -4.28319
H 2.81676 -3.59684 -5.62519
Mn 1.59555 0.73645 0.26491
Cl 3.50398 1.80050 0.04615
C -0.14084 3.37866 0.49027
O -0.13092 2.14677 0.27120
N -1.27893 4.08415 0.61578
C -2.58170 3.43899 0.46944
C -1.28092 5.53819 0.52626
H 0.77472 4.00061 0.57454
H -2.75125 2.70782 1.26939
H -2.69377 2.92400 -0.49762
H -3.30970 4.25557 0.55391
H -0.51728 5.95968 1.18660
H -2.28146 5.87261 0.82310
H -1.06705 5.87365 -0.50058
H -2.15081 1.15513 3.97298
H -1.29796 0.25865 5.45358
C -1.69121 0.70997 3.08423
C -0.63916 -0.47982 4.97875
N -0.57220 -0.09920 3.57086
H -1.34756 1.49653 2.40543
C 0.30012 -0.60564 2.69786
O 0.27594 -0.25191 1.48271
H 0.35239 -0.44284 5.44287
H 1.04109 -1.34739 3.06468
H -2.42783 0.07351 2.57158
H -1.05631 -1.49431 5.09083
H -0.12935 -4.70114 3.16880
H -1.16461 -4.26961 0.31419
C -1.16000 -5.10420 3.11630
C -2.06994 -4.62352 0.84198
N -2.01706 -4.27221 2.25956
H -1.58022 -5.14035 4.13055
C -2.44634 -3.03324 2.64235
O -2.81643 -2.14748 1.87306
H -2.96508 -4.17379 0.39363
H -2.45494 -2.93232 3.75983
H -1.14060 -6.11264 2.67997
H -2.11850 -5.71878 0.77491
O 1.77597 0.16543 -1.44168
C 2.29867 -0.04675 -2.69157
C 0.78945 0.06169 -4.89370
C 1.58827 0.68072 -3.90605
H 0.50812 -0.99239 -4.82136
C 0.27189 0.75372 -6.00926
H 3.31368 0.40832 -2.77583
C 1.76652 2.06995 -4.03877
H -0.33609 0.20525 -6.74300
C 0.59991 2.09720 -6.19001
C 1.32111 2.75518 -5.18433
H 2.31004 2.60768 -3.25170
H 0.33365 2.60486 -7.12059
H 1.56030 3.81413 -5.32442
Si -2.33076 -0.77979 -2.65945
Cl -0.89433 -2.22191 -2.97139
C -3.22285 -0.74145 -4.32654
C -1.40974 0.86385 -2.59467
C -2.55005 -1.18477 -0.84878
H -3.58952 0.28423 -4.54903
H -4.07125 -1.46370 -4.37491
H -2.54262 -1.00754 -5.17165
H -2.72433 -2.22837 -0.58404
H -3.27797 -0.58288 -0.30028
H -1.55685 -0.92483 -0.44603
H -0.79834 1.03459 -3.47992
H -0.69761 0.95821 -1.76293
H -2.12440 1.69058 -2.52584
F 3.04834 1.25787 7.72959
C 2.61677 1.44267 6.47387
C 1.67383 2.43371 6.18914
F 1.18945 3.17114 7.20956
C 1.28178 2.69166 4.89565
F 0.39016 3.67331 4.63904
C 1.82884 1.95920 3.77904
O 1.52090 2.17029 2.57650
C 2.78109 0.93265 4.14450
F 3.34555 0.23303 3.13926
C 3.16263 0.67994 5.44068
F 4.09097 -0.25728 5.73426
*
```

The value obtained for the total energy is -4531.6423 Eh. Its orbital gap (alpha / beta) is 6.07 / 6.42 eV. As for the LUMO energy (alpha / beta): 2.099 / 2.097 eV. For the HOMO energy (alpha / beta), the calculation gives -4.0 / -4.3 eV. For the energy above the lowest of the compared OMol25 structures with the same formula, charge and spin, the calculation gives 253.7 kJ/mol.

(2)
Formula: H14O21S2V3
Source: OMol25
Level of theory: ωB97M-V with the def2-TZVPD basis set

```
! RIJCOSX wB97M-V def2-TZVPD def2/J DEFGRID3
* xyz -1 1
O 1.71250 -1.34420 2.88047
V 0.18655 -1.68923 2.87942
O -0.59516 -0.63642 3.87022
O -2.44306 -1.39146 -2.68228
V -0.88583 -1.46136 -2.17212
O -0.01804 -2.52633 -2.93395
O -3.90427 1.35116 -0.82967
V -3.23545 0.34192 0.19918
O -4.19081 -0.06093 1.40770
S 0.08371 0.27735 -0.15045
O 0.16874 0.03433 1.33788
O 0.69501 1.53029 -0.42765
O 0.71910 -0.81225 -0.90085
O -1.28557 0.30886 -0.65793
S -2.10781 -2.78045 0.49818
O -1.46470 -2.36211 1.75681
O -1.14445 -2.85709 -0.54796
O -2.86900 -4.02545 0.73390
O -2.99131 -1.72922 0.02470
O 1.70995 1.92010 2.66324
H 1.39971 1.36741 1.94594
H 1.25431 2.75269 2.53903
O 0.25642 2.91576 -2.70456
H 0.37989 2.57955 -1.81690
H 1.02505 3.46389 -2.86266
O 1.63329 4.43137 -0.28327
H 1.34577 4.90302 0.49847
H 1.26780 3.55259 -0.18135
O 1.09280 -2.98452 0.80206
H 0.32156 -3.09041 0.24509
H 1.80720 -2.80431 0.19100
O -2.08276 1.67983 1.82611
H -2.48422 1.75672 2.69164
H -1.18315 1.40441 2.00244
O 2.49506 0.28487 -3.25553
H 3.27149 0.83355 -3.14453
H 2.09151 0.26172 -2.38786
O 2.94222 -1.88987 -0.76830
H 2.22584 -1.26880 -0.63675
H 2.80017 -2.23705 -1.64894
*
```

The value obtained for the total energy is -5217.0829 Eh. Its orbital gap is 8.32 eV. As for the LUMO energy: 0.499 eV. For the HOMO energy, the calculation gives -7.8 eV.